1.
The following is a DFT calculation (ωB97M-V/def2-TZVPD) of a molecular structure, C15H25AgBF4O2PS2Te.

XYZ file:
```
52
Properties=species:S:1:pos:R:3
Ag -0.5437 1.3661 -0.4416
C 7.2709 0.9602 -1.4665
C 5.8786 1.4513 -1.1712
C 4.8682 0.5845 -0.7916
C 3.5710 1.0180 -0.5112
C 2.5673 -0.0166 -0.0991
C 3.2509 2.3798 -0.6083
Te 1.3347 3.2286 -0.1723
C 4.2807 3.2705 -0.9811
C 4.0423 4.7520 -1.0965
C 5.5582 2.7993 -1.2587
H 7.3139 -0.1296 -1.4352
H 7.9946 1.3411 -0.7401
H 7.6078 1.2792 -2.4562
H 5.0825 -0.4776 -0.7092
H 3.0206 -1.0090 -0.0780
H 1.7224 -0.0513 -0.7881
H 2.1486 0.2038 0.8854
H 3.3467 4.9753 -1.9089
H 4.9823 5.2780 -1.2779
H 3.5820 5.1526 -0.1919
H 6.3270 3.5126 -1.5455
C -1.3472 -4.0309 1.2052
C -2.0722 -4.5409 -0.0290
C -3.3661 -5.2578 0.3301
O -2.3484 -3.5666 -1.0465
P -2.7412 -2.0010 -0.9077
S -3.5582 -1.4541 -2.5890
S -1.1148 -1.0073 -0.2461
O -3.8106 -2.1447 0.3082
C -4.3763 -1.0638 1.0970
C -4.5190 0.2616 0.3685
C -3.5946 -0.9279 2.3938
H -1.1384 -4.8912 1.8485
H -1.9545 -3.3181 1.7615
H -0.4128 -3.5414 0.9442
H -1.4082 -5.2479 -0.5375
H -4.0375 -4.5753 0.8506
H -3.1566 -6.1156 0.9744
H -3.8638 -5.6072 -0.5752
H -5.3806 -1.4367 1.3264
H -3.5571 0.7076 0.1224
H -5.0394 0.9605 1.0260
H -5.0885 0.1456 -0.5511
H -2.5851 -0.5708 2.1931
H -3.5354 -1.8898 2.9100
H -4.0954 -0.2123 3.0488
F -2.7035 2.7869 0.0043
B -3.4217 3.9019 0.5259
F -2.9026 5.0892 -0.0151
F -4.7798 3.7672 0.1737
F -3.2978 3.9120 1.9283
```

E_HOMO: -0.0668 Ha
relative energy (zero: lowest compared OMol25 entry of this formula, charge and spin): 36.2 kJ/mol
frontier orbital gap: 6.073 eV
net charge: -2
2S+1: 1
LUMO energy: 4.25 eV

2.
The following is a DFT calculation (ωB97M-V/def2-TZVPD) of a molecular structure, C15H25BCl5NRhSi2Te.

XYZ file:
```
51
Properties=species:S:1:pos:R:3
Rh -0.5330 -2.0495 0.5857
Cl -0.4402 -3.7483 -1.1387
C 1.2573 -3.3685 -0.8618
C 1.3575 -2.3703 0.0691
C 2.6390 -1.9241 0.3710
Cl 2.9184 -0.6536 1.4840
C 3.7408 -2.5398 -0.2506
Cl 5.3233 -2.0195 0.1316
C 3.5716 -3.5645 -1.1824
Cl 4.9186 -4.2941 -1.9328
C 2.2866 -4.0019 -1.5150
Cl 1.9890 -5.2425 -2.6462
C 2.7099 0.9659 -2.5043
Si 1.3986 2.1800 -1.9693
C 2.1332 3.7159 -1.2299
C 0.2187 2.5582 -3.3660
C 0.3887 1.3307 -0.5812
Te -0.6260 -0.3705 -1.2977
C -2.5911 0.3354 -0.9826
Si -3.2082 0.1959 0.8158
C -3.2485 -1.6306 1.2712
C -4.9731 0.7767 0.8314
C -2.1574 1.2359 1.9379
H 3.2302 1.3293 -3.3927
H 2.3029 -0.0185 -2.7543
H 3.4563 0.8395 -1.7174
H 2.7528 4.2322 -1.9663
H 2.7664 3.4778 -0.3730
H 1.3611 4.4129 -0.8992
H 0.7469 3.0611 -4.1785
H -0.5861 3.2227 -3.0423
H -0.2321 1.6586 -3.7964
H -0.3729 1.9731 -0.1410
H 1.0471 0.9828 0.2179
H -3.2248 -0.2244 -1.6731
H -2.5679 1.3781 -1.3132
H -4.0294 -2.1278 0.6894
H -3.5112 -1.7256 2.3269
H -2.3799 -2.3148 1.1914
H -5.6058 0.1973 0.1569
H -5.0379 1.8265 0.5385
H -5.3901 0.6910 1.8372
H -1.1172 0.9108 2.0180
H -2.5791 1.2107 2.9456
H -2.1790 2.2792 1.6113
B 0.4749 -0.2633 4.7688
C 0.1340 -0.8366 3.3716
N -0.1551 -1.2668 2.3315
H 0.2011 -1.1293 5.5646
H 1.6548 -0.0032 4.7430
H -0.2339 0.7098 4.8961
```

E_HOMO: -0.4495 Ha
relative energy (zero: lowest compared OMol25 entry of this formula, charge and spin): 0.0 kJ/mol
frontier orbital gap: 6.421 eV
net charge: +1
2S+1: 1
LUMO energy: -5.81 eV

3.
The following is a DFT calculation (ωB97M-V/def2-TZVPD) of a molecular structure, C15H25CaN6OS at a distorted geometry.

XYZ file:
```
49
Properties=species:S:1:pos:R:3
Ca -13.6317 8.2690 4.9432
C -19.9437 10.5159 5.3438
C -18.8749 10.9103 4.3799
N -17.5184 11.0694 4.9148
C -16.5419 10.1054 4.8379
S -15.1805 10.3000 5.9452
N -16.7889 9.1070 4.0162
N -15.7895 8.2414 3.8143
C -16.1669 7.0333 3.4995
C -17.6173 6.7367 3.2498
C -15.1486 5.9781 3.4103
C -15.5273 4.7123 2.9062
C -14.6167 3.6901 2.9040
C -13.2986 3.9365 3.4095
C -13.0309 5.1409 4.0145
N -13.9026 6.1686 3.9842
H -20.9009 10.4163 4.8061
H -20.1279 11.2397 6.1544
H -19.6664 9.5166 5.6950
H -19.0339 11.8411 3.8048
H -18.8042 10.1169 3.6076
H -17.3841 11.7047 5.7115
H -18.1009 7.7095 3.1831
H -17.9961 6.1997 4.1354
H -17.7415 6.0664 2.3683
H -16.5403 4.5947 2.6006
H -14.8812 2.7594 2.4709
H -12.5327 3.2039 3.3582
H -12.0663 5.3163 4.4658
C -8.0100 9.0454 6.0804
N -9.4712 8.8212 5.8142
C -9.6477 7.5641 5.1391
C -10.5616 9.6353 6.0017
O -11.7516 9.1645 5.7676
N -10.4401 10.9351 6.3127
C -9.2553 11.7012 6.4810
C -11.6409 11.7781 6.3617
H -7.5882 8.0470 6.3295
H -7.8374 9.8032 6.8454
H -7.5583 9.3643 5.1448
H -9.0279 7.4210 4.2479
H -10.6932 7.5118 4.7759
H -9.4331 6.6719 5.7607
H -8.7794 11.5466 7.4601
H -9.4288 12.7836 6.4096
H -8.4697 11.5072 5.7132
H -11.5495 12.5620 5.5603
H -11.7289 12.2497 7.3635
H -12.5455 11.1641 6.2208
```

E_HOMO: -0.3801 Ha
relative energy (zero: lowest compared OMol25 entry of this formula, charge and spin): 0.0 kJ/mol
frontier orbital gap: 7.040 eV
net charge: +1
2S+1: 1
LUMO energy: -3.30 eV

4.
The following is a DFT calculation (ωB97M-V/def2-TZVPD) of 5 unconnected molecules or ions with the total composition C15H25N11O4 at a distorted geometry.

XYZ file:
```
55
Properties=species:S:1:pos:R:3
C 4.0106 -0.2670 2.9425
C 3.0372 -0.3704 1.9029
C 2.0222 -0.9609 0.7198
C 2.3978 -0.7587 -0.8505
N 1.6151 -1.2650 -2.0302
C 0.4092 -2.0054 -1.5260
C -0.5743 -2.6981 -2.6826
C -1.9568 -3.5018 -2.3171
C -2.4313 -3.6509 -0.7211
C -3.8518 -4.4246 -0.4457
C -1.4320 -3.0094 0.4114
N -1.7829 -3.1358 1.9060
C -0.0294 -2.1967 0.0279
N 0.7787 -1.6683 1.1789
H 4.7375 -0.4031 3.8794
H 3.3931 -0.1484 -1.0921
H -0.2504 -2.6001 -3.8265
H -2.6433 -3.9751 -3.1624
H -4.4803 -4.3645 -1.4566
H -4.5200 -3.8472 0.3551
H -3.7333 -5.5722 -0.1965
H -1.4800 -2.2728 2.4291
H -2.8122 -3.2536 2.0389
N -7.9130 -2.2074 1.6110
C -6.7070 -1.9530 1.0721
N -6.6628 -0.8567 0.2938
O -5.7318 -2.6596 1.2730
H -8.7276 -1.6374 1.4572
H -7.9897 -3.0237 2.2036
H -5.7734 -0.6293 -0.1313
H -7.4549 -0.2624 0.1164
N 1.6794 1.5205 -3.8837
C 2.8854 1.7749 -4.4226
N 2.9296 2.8712 -5.2009
O 3.8606 1.0683 -4.2216
H 0.8648 2.0905 -4.0375
H 1.6027 0.7042 -3.2911
H 3.8190 3.0986 -5.6260
H 2.1375 3.4655 -5.3782
N 1.8815 0.1133 5.6243
C 1.4625 1.2438 6.2209
N 1.3526 1.1617 7.5592
O 1.2031 2.2616 5.5986
H 2.0998 -0.7347 6.1198
H 1.9777 0.1323 4.6175
H 1.0402 1.9909 8.0473
H 1.5616 0.3326 8.0893
N 4.3724 4.7067 -2.9599
C 4.1647 6.0277 -3.1062
N 4.2598 6.7378 -1.9677
O 3.9106 6.5405 -4.1847
H 4.5827 4.2661 -2.0803
H 4.3100 4.1357 -3.7926
H 4.1104 7.7362 -2.0338
H 4.4682 6.3336 -1.0703
```

E_HOMO: -0.2815 Ha
frontier orbital gap: 6.368 eV
structure (SMILES): C#Cc1cnc2ccc(C)c(N)c2n1.NC(N)=O.NC(N)=O.NC(N)=O.NC(N)=O
net charge: 0
2S+1: 1
LUMO energy: -1.29 eV

The lowest frontier orbital gap belongs to which entry?
C15H25AgBF4O2PS2Te

Look up the 2S+1 of the fourth one.
1

Repeat the fourth record exactly.
The following is a DFT calculation (ωB97M-V/def2-TZVPD) of 5 unconnected molecules or ions with the total composition C15H25N11O4 at a distorted geometry.

XYZ file:
```
55
Properties=species:S:1:pos:R:3
C 4.0106 -0.2670 2.9425
C 3.0372 -0.3704 1.9029
C 2.0222 -0.9609 0.7198
C 2.3978 -0.7587 -0.8505
N 1.6151 -1.2650 -2.0302
C 0.4092 -2.0054 -1.5260
C -0.5743 -2.6981 -2.6826
C -1.9568 -3.5018 -2.3171
C -2.4313 -3.6509 -0.7211
C -3.8518 -4.4246 -0.4457
C -1.4320 -3.0094 0.4114
N -1.7829 -3.1358 1.9060
C -0.0294 -2.1967 0.0279
N 0.7787 -1.6683 1.1789
H 4.7375 -0.4031 3.8794
H 3.3931 -0.1484 -1.0921
H -0.2504 -2.6001 -3.8265
H -2.6433 -3.9751 -3.1624
H -4.4803 -4.3645 -1.4566
H -4.5200 -3.8472 0.3551
H -3.7333 -5.5722 -0.1965
H -1.4800 -2.2728 2.4291
H -2.8122 -3.2536 2.0389
N -7.9130 -2.2074 1.6110
C -6.7070 -1.9530 1.0721
N -6.6628 -0.8567 0.2938
O -5.7318 -2.6596 1.2730
H -8.7276 -1.6374 1.4572
H -7.9897 -3.0237 2.2036
H -5.7734 -0.6293 -0.1313
H -7.4549 -0.2624 0.1164
N 1.6794 1.5205 -3.8837
C 2.8854 1.7749 -4.4226
N 2.9296 2.8712 -5.2009
O 3.8606 1.0683 -4.2216
H 0.8648 2.0905 -4.0375
H 1.6027 0.7042 -3.2911
H 3.8190 3.0986 -5.6260
H 2.1375 3.4655 -5.3782
N 1.8815 0.1133 5.6243
C 1.4625 1.2438 6.2209
N 1.3526 1.1617 7.5592
O 1.2031 2.2616 5.5986
H 2.0998 -0.7347 6.1198
H 1.9777 0.1323 4.6175
H 1.0402 1.9909 8.0473
H 1.5616 0.3326 8.0893
N 4.3724 4.7067 -2.9599
C 4.1647 6.0277 -3.1062
N 4.2598 6.7378 -1.9677
O 3.9106 6.5405 -4.1847
H 4.5827 4.2661 -2.0803
H 4.3100 4.1357 -3.7926
H 4.1104 7.7362 -2.0338
H 4.4682 6.3336 -1.0703
```

E_HOMO: -0.2815 Ha
frontier orbital gap: 6.368 eV
structure (SMILES): C#Cc1cnc2ccc(C)c(N)c2n1.NC(N)=O.NC(N)=O.NC(N)=O.NC(N)=O
net charge: 0
2S+1: 1
LUMO energy: -1.29 eV